Entry 1:
Formula: C5H10O
Source: the Open Molecules 2025 dataset
Level of theory: wB97M-V/def2-TZVPD

As for the HOMO-LUMO gap: 10.6 eV. The value obtained for the LUMO energy is 0.976 eV. The spin multiplicity is 1. Its SMILES is CC[C@H]1C[C@H]1O.

Last column: natural (NBO) charge in e.
Element x y z (Å)
H  -1.67300  0.82268  1.32447  0.22
C  0.06454  -0.29380  0.51544  -0.26
C  -1.06826  -0.06609  1.48666  -0.43
H  2.44241  1.10450  0.01398  0.20
O  -2.12117  -0.88077  -0.56476  -0.70
C  -1.19370  -1.12692  0.45044  0.08
C  1.87812  0.79572  -0.87419  -0.60
H  0.02695  1.71819  -0.27257  0.20
H  2.26688  -0.17988  -1.18929  0.20
H  -1.13514  -2.16776  0.77360  0.17
H  -1.78093  -1.28005  -1.37591  0.47
H  0.93785  -0.80584  0.91873  0.21
C  0.38121  0.72437  -0.57220  -0.40
H  2.09099  1.51480  -1.67231  0.21
H  -0.17115  0.47617  -1.48834  0.20
H  -0.94559  -0.35530  2.52625  0.22

Cartesian forces, eV/Å:
H 0.0924 -0.1273 -0.0078
C 0.1468 0.0152 -0.0622
C -0.0758 0.0690 0.1602
H -0.0900 -0.0497 -0.1323
O 0.0611 -0.0873 -0.2252
C 0.1362 -0.1440 0.2558
C 0.0720 -0.0087 0.0031
H 0.0361 -0.1450 -0.0404
H -0.0699 0.1300 0.0376
H -0.0135 0.1910 -0.0736
H -0.1206 0.0765 0.0907
H -0.1576 0.0645 -0.0532
C -0.0537 0.0479 -0.0215
H -0.0425 -0.1040 0.1157
H 0.1018 0.0470 0.1255
H -0.0227 0.0250 -0.1725

=====

Entry 2:
Formula: C5H10O2
Source: the Open Molecules 2025 dataset
Level of theory: wB97M-V/def2-TZVPD

As for the HOMO-LUMO gap: 10.7 eV. The value obtained for the LUMO energy is 0.974 eV. The spin multiplicity is 1. Its SMILES is C[C@H]1OCC[C@H]1O.

Last column: natural (NBO) charge in e.
Element x y z (Å)
C  -1.30491  1.13257  -0.22170  -0.08
H  2.66407  0.77873  -0.66408  0.22
H  1.88181  -0.63592  -1.40466  0.22
H  2.68761  -0.78959  0.17006  0.21
H  -1.44591  0.29493  1.78826  0.21
C  -1.47534  -0.04842  0.74813  -0.46
O  0.08162  1.17944  -0.56255  -0.54
C  2.08501  -0.12652  -0.45922  -0.62
C  0.79486  0.23787  0.24189  0.07
C  -0.23093  -0.88304  0.43833  0.07
H  0.03875  -1.57947  1.23687  0.19
H  -0.50758  -1.04296  -1.46649  0.47
H  -1.61752  2.08840  0.21430  0.18
O  -0.39746  -1.66180  -0.73026  -0.71
H  1.01966  0.68117  1.22731  0.16
H  -2.39902  -0.61100  0.59212  0.23
H  -1.87473  0.98561  -1.14832  0.17

Cartesian forces, eV/Å:
C -0.2835 0.0435 0.0020
H -0.0790 -0.1274 0.0307
H 0.0348 0.0676 0.1166
H -0.0941 0.0808 -0.0764
H 0.0002 -0.0640 -0.1477
C -0.0350 -0.0199 0.0368
O 0.0548 0.0617 -0.0475
C 0.0172 -0.0216 -0.0029
C 0.1326 -0.1246 0.0634
C 0.0712 0.0815 0.2823
H -0.0251 0.1316 -0.0754
H 0.0370 -0.1684 0.0423
H 0.0639 -0.1286 -0.0232
O -0.0416 0.1099 -0.2021
H -0.0494 -0.0453 -0.1255
H 0.1365 0.0801 -0.0068
H 0.0594 0.0432 0.1334

=====

Entry 3:
Formula: C5H10O2
Source: the Open Molecules 2025 dataset
Level of theory: wB97M-V/def2-TZVPD

As for the HOMO-LUMO gap: 10.0 eV. The value obtained for the LUMO energy is 0.902 eV. The spin multiplicity is 1. Its SMILES is C=COC.CC=O.

Last column: natural (NBO) charge in e.
Element x y z (Å)
H  -1.97044  2.51511  -1.10111  0.20
H  1.40346  1.26114  0.67603  0.19
C  1.78547  -1.34357  -0.54292  0.45
C  0.51918  -2.02516  -0.97783  -0.72
H  -2.02092  0.86184  -0.42404  0.17
C  -0.25173  0.32010  1.59045  -0.56
H  0.02978  -2.49301  -0.12174  0.24
H  -0.15710  -1.31099  -1.45767  0.23
H  2.18521  -0.59119  -1.25721  0.10
H  -2.10938  2.27865  0.66509  0.18
H  0.76701  -2.79481  -1.71860  0.24
O  -0.26145  1.93531  -0.20991  -0.50
O  2.36692  -1.57730  0.49020  -0.53
C  0.32495  1.14902  0.72056  0.14
H  -1.32264  0.18257  1.67471  0.20
C  -1.66904  1.88879  -0.26117  -0.26
H  0.38073  -0.25648  2.25518  0.23

Cartesian forces, eV/Å:
H 0.0224 -0.0679 0.1096
H -0.0828 -0.0052 0.0213
C 0.1440 -0.1046 0.2620
C -0.0903 -0.0445 0.0919
H 0.0148 0.1279 0.0239
C -0.0248 0.1192 -0.0721
H 0.0766 0.0245 -0.1132
H 0.1065 -0.0549 0.0605
H 0.0264 -0.0792 0.0959
H 0.0504 -0.0837 -0.0968
H 0.0041 0.0942 0.0557
O 0.0992 -0.0084 0.0020
O -0.2084 0.0935 -0.4728
C 0.1062 -0.1695 0.2452
H 0.0816 0.0548 -0.0381
C -0.2866 0.0090 -0.0499
H -0.0394 0.0947 -0.1250

=====

Entry 4:
Formula: C5H10O2
Source: the Open Molecules 2025 dataset
Level of theory: wB97M-V/def2-TZVPD

As for the HOMO-LUMO gap: 10.6 eV. The value obtained for the LUMO energy is 0.926 eV. The spin multiplicity is 1. Its SMILES is C[C@@H](O)[C@H]1CCO1.

Last column: natural (NBO) charge in e.
Element x y z (Å)
C  -0.50642  2.07616  0.06876  -0.63
C  -0.87667  -1.79649  -0.06052  -0.06
H  -0.77239  2.33967  -0.95965  0.21
H  0.55946  -0.04471  -1.75266  0.18
H  -0.23847  2.98773  0.61132  0.22
C  0.65047  1.07660  0.09323  0.07
H  1.20063  -1.63176  0.77323  0.21
O  -1.13174  -0.49726  -0.60394  -0.54
H  1.13164  -2.25205  -0.88838  0.22
H  1.54297  1.53155  -0.35433  0.17
H  -1.27857  -1.88879  0.95816  0.17
C  0.64155  -1.59711  -0.16461  -0.46
C  0.27615  -0.19151  -0.70378  0.09
O  1.03083  0.78456  1.42455  -0.71
H  -1.39382  1.63567  0.53313  0.22
H  -1.30484  -2.59200  -0.68310  0.18
H  0.46922  0.05974  1.70857  0.46

Cartesian forces, eV/Å:
C -0.0106 0.0067 -0.0511
C -0.0513 -0.3073 0.1180
H 0.0346 0.0001 0.0761
H -0.0904 0.0434 0.0681
H 0.0559 -0.1757 -0.1022
C -0.0246 0.0689 -0.2952
H -0.0717 0.0480 -0.1613
O -0.1576 0.0916 0.0112
H -0.0443 0.1842 0.0868
H -0.1506 -0.1189 -0.0526
H 0.0650 -0.0221 -0.1496
C 0.1184 -0.0333 -0.0089
C 0.1801 0.1400 -0.1599
O -0.0205 -0.1453 0.1972
H 0.1689 0.0686 -0.0575
H 0.1022 0.1264 0.0979
H -0.1035 0.0246 0.3828

=====

Ordered HOMO level results: -9.67; -9.70; -9.09; -9.71; unit eV.
Ordered E_tot results: -271.70830; -346.97938; -346.93224; -346.94304; unit hartree.
Ordered ΔE to the lowest compared entry with this formula, charge and spin results: 116.3; 120.9; 244.7; 216.3; unit kJ/mol.